Entry 1:
{
  "formula": "C18H18BiBrFN6O5",
  "method": "ωB97M-V/def2-TZVPD",
  "elements": ["Bi", "C", "C", "C", "C", "C", "Br", "N", "C", "H", "H", "H", "H", "H", "H", "N", "C", "N", "C", "C", "O", "C", "C", "H", "H", "H", "H", "H", "H", "H", "H", "N", "C", "F", "C", "C", "N", "C", "C", "O", "O", "C", "O", "N", "C", "O", "H", "H", "H", "H"],
  "coordinates": [[1.4807, 0.4418, -0.1771], [2.3815, 6.2663, 1.3786], [2.9470, 4.8755, 1.3428], [4.2257, 4.5805, 1.8064], [4.7088, 3.2833, 1.7765], [3.8647, 2.3126, 1.2776], [4.4420, 0.5054, 1.1876], [2.6414, 2.5520, 0.8366], [2.1971, 3.8150, 0.8600], [3.1748, 7.0101, 1.4238], [1.7499, 6.4030, 2.2573], [1.7778, 6.4704, 0.4954], [4.8554, 5.3718, 2.1943], [5.7012, 3.0343, 2.1208], [1.1927, 3.9709, 0.4830], [-0.4648, 1.7508, -0.0551], [-1.5082, 1.3429, 0.2861], [-2.6776, 0.9526, 0.6419], [-2.9793, 0.7915, 2.0918], [-3.0881, -0.6900, 2.3922], [-4.0468, -1.2947, 1.5493], [-3.6384, -1.2438, 0.1904], [-3.5620, 0.1945, -0.2858], [-3.9231, 1.3050, 2.2746], [-2.1855, 1.2692, 2.6645], [-3.4144, -0.8315, 3.4219], [-2.1072, -1.1664, 2.2678], [-4.3767, -1.7865, -0.3971], [-2.6735, -1.7341, 0.0570], [-4.5380, 0.6785, -0.2488], [-3.1582, 0.2724, -1.2935], [0.6782, -0.0189, 3.0504], [1.0469, 0.1617, 1.9749], [1.9497, -4.9720, -4.5861], [0.9056, -4.5037, -3.9172], [0.9519, -4.2784, -2.6071], [-0.1523, -3.7951, -1.9114], [-0.0270, -3.4799, -0.4972], [0.5787, -2.1055, -0.3226], [1.8077, -1.9480, -0.1401], [-0.1852, -1.0846, -0.4101], [-1.3373, -3.4759, -2.5491], [-2.2851, -2.9811, -1.9727], [-1.3555, -3.7668, -3.8943], [-0.3170, -4.2588, -4.6902], [-0.4463, -4.4372, -5.8710], [1.8423, -4.4683, -2.0238], [0.5965, -4.2286, -0.0142], [-1.0263, -3.4918, -0.0671], [-2.2239, -3.5704, -4.3719]],
  "forces_ev_per_angstrom": [[-0.0610, 0.1324, 0.2216], [0.0483, 0.0128, -0.0225], [-0.0106, 0.0333, 0.0265], [0.0495, 0.0248, 0.0333], [-0.0594, 0.0197, -0.0221], [0.0067, 0.0079, 0.0300], [-0.0328, -0.0466, -0.0502], [0.0643, 0.0745, -0.0602], [-0.0893, -0.0617, 0.0299], [0.0098, -0.0131, -0.0016], [-0.0113, -0.0161, 0.0034], [-0.0233, -0.0160, 0.0096], [-0.0080, 0.0095, -0.0143], [-0.0012, -0.0101, 0.0128], [0.0001, -0.0237, -0.0071], [0.0723, 0.1561, 0.0118], [-0.0901, -0.0411, -0.2195], [0.1160, -0.1069, 0.1794], [0.0359, 0.1525, -0.2050], [-0.0475, -0.0463, 0.0751], [0.0470, 0.0236, -0.0558], [-0.1639, -0.0233, 0.0813], [0.1249, 0.1845, 0.0588], [-0.0168, -0.0415, 0.0375], [-0.0102, -0.0420, 0.0297], [-0.0218, -0.0224, -0.0319], [0.0100, 0.0123, -0.0023], [0.0043, 0.0027, 0.0386], [0.0526, 0.0200, 0.0046], [-0.0160, -0.0367, 0.0036], [0.0028, -0.0560, 0.0082], [-0.0297, 0.0526, 0.0114], [0.0673, -0.0660, -0.0997], [0.0867, -0.0333, -0.0010], [-0.1723, 0.0267, -0.0301], [-0.0175, -0.0050, 0.1105], [0.1476, 0.0597, -0.0335], [-0.1383, -0.1773, 0.0051], [-0.0086, 0.0467, -0.0250], [-0.0189, -0.0843, 0.0259], [-0.0100, -0.1098, -0.1010], [-0.1146, 0.0208, -0.0627], [0.0677, -0.0575, -0.0317], [0.0615, 0.0005, 0.0851], [0.0829, 0.0084, -0.0684], [-0.0380, -0.0046, 0.0018], [-0.0016, 0.0101, -0.0108], [0.0397, 0.0361, -0.0009], [0.0431, 0.0012, 0.0280], [-0.0285, 0.0117, -0.0064]],
  "nbo_charge": [1.762, -0.639, -0.022, -0.121, -0.254, 0.159, 0.132, -0.536, 0.055, 0.235, 0.241, 0.233, 0.239, 0.254, 0.219, -0.629, 0.671, -0.428, -0.231, -0.088, -0.508, -0.085, -0.231, 0.224, 0.235, 0.221, 0.179, 0.224, 0.195, 0.224, 0.233, -0.341, -0.170, -0.280, 0.259, -0.041, -0.413, -0.310, 0.794, -0.693, -0.760, 0.794, -0.637, -0.627, 0.596, -0.525, 0.242, 0.241, 0.267, 0.440],
  "homo_ev": -11.67,
  "de_lowest_kj_mol": 0.00,
  "total_charge": 1,
  "orbital_gap_ev": 8.30
}

Entry 2:
{
  "formula": "C18H18BrN3O3",
  "method": "ωB97M-V/def2-TZVPD",
  "elements": ["C", "C", "O", "C", "O", "C", "C", "C", "N", "C", "N", "C", "N", "C", "C", "O", "C", "C", "C", "C", "Br", "C", "C", "C", "C", "H", "H", "H", "H", "H", "H", "H", "H", "H", "H", "H", "H", "H", "H", "H", "H", "H", "H"],
  "coordinates": [[-4.8743, -1.9135, -2.5021], [-3.9083, -2.5794, -1.5336], [-3.1458, -1.6097, -0.8111], [-3.7139, -1.0686, 0.2680], [-4.8020, -1.3674, 0.6837], [-2.8093, -0.0293, 0.9065], [-1.4618, -0.6439, 1.2992], [-0.5500, 0.4397, 1.8820], [-0.3806, 1.5113, 0.9310], [0.7106, 1.6612, 0.1551], [0.6477, 2.5535, -0.8445], [1.7051, 2.7785, -1.6031], [2.8913, 2.2175, -1.5273], [2.9944, 1.3197, -0.5434], [1.9447, 1.0002, 0.3285], [2.3269, 0.0497, 1.2419], [3.6220, -0.2448, 0.9605], [4.4234, -1.1567, 1.6289], [5.7208, -1.3095, 1.1818], [6.1921, -0.5678, 0.0984], [7.9932, -0.8345, -0.4614], [5.4082, 0.3437, -0.5772], [4.1023, 0.5022, -0.1328], [-1.6234, 2.1533, 0.5636], [-2.5783, 1.1366, -0.0629], [-5.6069, -1.3286, -1.9515], [-4.3352, -1.2578, -3.1816], [-5.3930, -2.6738, -3.0786], [-4.4563, -3.2015, -0.8187], [-3.1692, -3.1826, -2.0646], [-3.3221, 0.3352, 1.8027], [-1.6078, -1.4350, 2.0361], [-0.9930, -1.0773, 0.4140], [0.4158, 0.0178, 2.1511], [-1.0109, 0.8584, 2.7842], [1.5679, 3.5140, -2.3846], [4.0467, -1.7231, 2.4649], [6.3806, -2.0083, 1.6720], [5.7784, 0.9142, -1.4133], [-1.3935, 2.9511, -0.1418], [-2.0697, 2.5783, 1.4686], [-3.5257, 1.6215, -0.3015], [-2.1409, 0.7554, -0.9870]],
  "forces_ev_per_angstrom": [[0.2732, -0.0088, 0.3113], [-0.4216, -0.2951, -0.1853], [0.3123, 0.0696, -0.1844], [0.0517, 0.3696, 0.5289], [-0.2058, -0.1071, -0.0378], [0.0149, -0.2282, -0.3309], [-0.0195, 0.2077, 0.1821], [0.0402, -0.4963, 0.1216], [-0.0708, 0.0964, 0.1636], [0.3687, 0.0718, 0.0045], [-0.2660, -0.2078, 0.2749], [0.1296, 0.0893, -0.2123], [0.5584, -0.0912, -0.1353], [-1.0147, 0.0226, 0.4241], [0.5450, 0.4443, -0.8741], [-0.3103, -0.1408, 0.3366], [0.7849, 0.2653, -0.6876], [-0.3208, 0.0875, 0.0535], [-0.0009, 0.0443, -0.0507], [0.2647, 0.0246, -0.1598], [-0.1488, 0.0259, 0.0438], [-0.0180, -0.0868, 0.1095], [-0.0833, -0.4397, 0.5560], [-0.3010, 0.1864, -0.3441], [0.0601, 0.1186, 0.2525], [-0.0807, 0.0246, 0.0013], [0.0227, 0.0357, -0.0993], [-0.0758, -0.0699, -0.0915], [0.1494, 0.0392, -0.1241], [-0.0759, 0.0566, 0.1044], [-0.0197, -0.0840, -0.0959], [0.0172, -0.0655, 0.0057], [0.0438, -0.0373, 0.0206], [-0.1693, 0.0921, 0.0642], [0.0690, -0.0315, -0.0032], [-0.0024, 0.0742, -0.0759], [-0.0288, -0.0772, 0.1031], [0.0378, -0.0405, 0.0284], [0.0721, 0.0362, -0.0759], [-0.1507, -0.0507, 0.2009], [0.0162, 0.0262, -0.0164], [-0.0362, 0.0179, -0.0570], [-0.0110, 0.0317, -0.0500]],
  "nbo_charge": [-0.634, -0.074, -0.517, 0.810, -0.598, -0.319, -0.402, -0.219, -0.394, 0.408, -0.526, 0.275, -0.476, 0.170, 0.142, -0.442, 0.372, -0.264, -0.216, -0.093, 0.052, -0.183, -0.145, -0.224, -0.403, 0.223, 0.210, 0.218, 0.200, 0.189, 0.222, 0.218, 0.217, 0.238, 0.193, 0.178, 0.231, 0.233, 0.245, 0.257, 0.191, 0.219, 0.219],
  "homo_ev": -8.38,
  "de_lowest_kj_mol": 0.52,
  "total_charge": 0,
  "orbital_gap_ev": 8.54
}

Entry 3:
{
  "formula": "C18H18Cl3IrN2O7S3Se",
  "method": "ωB97M-V/def2-TZVPD",
  "elements": ["Ir", "C", "C", "N", "C", "C", "S", "C", "C", "S", "C", "N", "C", "H", "H", "H", "H", "H", "H", "H", "H", "Cl", "C", "C", "C", "Cl", "C", "O", "C", "Cl", "C", "H", "H", "O", "Se", "O", "O", "O", "O", "O", "S", "C", "C", "C", "C", "H", "H", "H", "H", "H", "H", "H", "H"],
  "coordinates": [[-0.1765, 0.2042, 0.6822], [-2.0845, 2.4450, 3.4492], [-0.9809, 2.9895, 2.6123], [-0.3582, 2.3388, 1.6903], [0.5549, 3.0985, 1.0054], [0.6605, 4.3779, 1.4533], [-0.4327, 4.6327, 2.7442], [1.2897, 2.5444, -0.1416], [2.1659, 3.2525, -0.8967], [2.7325, 2.3063, -2.1982], [1.7806, 0.9796, -1.6659], [1.1092, 1.2322, -0.5801], [1.7052, -0.2550, -2.4936], [-2.2481, 1.4094, 3.1605], [-2.9924, 3.0282, 3.2841], [-1.8128, 2.4688, 4.5025], [1.2937, 5.1690, 1.0894], [2.4733, 4.2752, -0.7666], [2.3189, -0.1364, -3.3864], [0.6696, -0.4285, -2.7891], [2.0421, -1.1305, -1.9499], [-6.2170, 0.1316, -3.9493], [-4.8110, 0.5189, -2.9804], [-4.2233, -0.4620, -2.2057], [-3.1118, -0.1549, -1.4416], [-2.3963, -1.4099, -0.4790], [-2.5263, 1.1309, -1.3991], [-1.4986, 1.4675, -0.7159], [-3.1890, 2.0846, -2.2268], [-2.5285, 3.6960, -2.2457], [-4.2962, 1.8046, -2.9975], [-4.6263, -1.4649, -2.1923], [-4.7483, 2.5787, -3.6012], [-0.3023, -2.0447, 4.5893], [-0.0305, -0.7195, 3.7277], [1.5436, -0.8914, 2.9282], [-1.0712, -0.6895, 2.4381], [0.0041, 0.6705, 4.5417], [1.4514, 0.1167, 1.9093], [0.1259, -2.8783, 0.9916], [1.0117, -2.5858, -0.1535], [1.3461, -4.2176, -0.9408], [2.8480, -4.4658, -0.9438], [3.3478, -3.8571, 0.3647], [2.7340, -2.4664, 0.4197], [0.8849, -4.2314, -1.9287], [0.8129, -4.9141, -0.2919], [3.3161, -3.9570, -1.7921], [3.0805, -5.5288, -1.0331], [4.4369, -3.8226, 0.4269], [2.9845, -4.4458, 1.2105], [3.2553, -1.7728, -0.2453], [2.6827, -2.0218, 1.4109]],
  "forces_ev_per_angstrom": [[1.2820, 1.2881, 0.9786], [0.0237, 0.0329, -0.0562], [0.0261, 0.1124, 0.0745], [0.1706, -0.2879, -0.5803], [0.0950, 0.2384, 0.1325], [-0.0391, -0.0439, -0.0006], [-0.0333, -0.1063, -0.0176], [0.3160, 0.0654, -0.1166], [-0.0391, -0.0352, -0.0338], [-0.0370, -0.0610, 0.0869], [0.0164, 0.0292, -0.1050], [-0.6354, 0.3998, 0.4415], [-0.0471, 0.0553, -0.0926], [-0.0129, -0.0035, 0.0043], [-0.0141, -0.0086, 0.0216], [-0.0125, -0.0234, 0.0039], [0.0066, -0.0024, 0.0044], [0.0015, 0.0003, 0.0045], [-0.0367, -0.0083, -0.0261], [-0.0123, -0.0240, 0.0385], [0.0278, 0.0370, 0.0285], [0.0154, 0.0196, 0.0047], [-0.0398, 0.0111, -0.0356], [0.0124, 0.0059, 0.0007], [-0.1086, -0.1848, -0.0338], [-0.1636, -0.2049, -0.0908], [-0.0355, 0.3878, -0.1725], [-0.1718, -1.0099, 0.3312], [0.0874, -0.0852, 0.0893], [-0.0214, 0.0310, -0.0297], [0.0053, -0.0089, 0.0068], [0.0156, -0.0078, 0.0173], [-0.0058, -0.0025, -0.0028], [0.3409, 0.1349, 0.0506], [-0.2847, -0.4026, 0.3037], [-0.6113, -0.3770, 0.2503], [-0.3304, 0.4554, -0.6510], [0.0225, -0.0973, -0.0971], [0.2982, 0.1695, -0.8307], [-0.1320, -0.3575, 0.2191], [-0.0194, -0.1662, -0.2086], [-0.0239, 0.0138, -0.2050], [-0.0059, 0.0069, 0.0742], [-0.0126, -0.0096, -0.0015], [0.1507, -0.0261, 0.2098], [0.0127, -0.0281, 0.0039], [0.0079, 0.0161, 0.0287], [0.0117, 0.0059, 0.0016], [-0.0084, -0.0027, 0.0069], [0.0014, 0.0033, -0.0100], [0.0001, -0.0104, -0.0098], [-0.0194, 0.0166, -0.0171], [-0.0339, 0.0496, 0.0064]],
  "nbo_charge": [1.060, -0.667, 0.146, -0.444, 0.108, -0.421, 0.405, 0.139, -0.428, 0.439, 0.095, -0.413, -0.655, 0.275, 0.215, 0.252, 0.230, 0.240, 0.216, 0.256, 0.232, -0.049, -0.075, -0.244, -0.149, 0.034, 0.402, -0.794, -0.127, -0.025, -0.253, 0.230, 0.228, -1.017, 2.735, -0.520, -1.057, -1.050, -0.564, -0.961, 1.252, -0.620, -0.409, -0.411, -0.632, 0.221, 0.242, 0.192, 0.212, 0.209, 0.215, 0.207, 0.294],
  "homo_ev": [-4.51, -4.52],
  "de_lowest_kj_mol": 222.40,
  "multiplicity": 2,
  "total_charge": -1,
  "orbital_gap_ev": [6.50, 6.51]
}

Entry 4:
{
  "formula": "C18H18Cl4N5ReS",
  "method": "ωB97M-V/def2-TZVPD",
  "elements": ["Re", "Cl", "C", "C", "C", "C", "C", "Cl", "C", "S", "H", "H", "H", "Cl", "C", "C", "C", "C", "C", "Cl", "C", "N", "H", "H", "H", "C", "N", "C", "N", "C", "N", "C", "N", "C", "C", "H", "H", "H", "H", "H", "H", "H", "H", "H", "H", "H", "H"],
  "coordinates": [[0.4772, 0.2960, -0.3256], [2.1615, -1.5007, -0.5119], [3.0129, -1.4499, 1.0518], [4.2241, -2.1039, 1.1328], [4.8886, -2.0587, 2.3487], [4.3383, -1.3742, 3.4216], [3.1195, -0.7287, 3.2917], [2.4639, 0.1127, 4.6462], [2.4142, -0.7450, 2.0831], [0.8332, 0.0245, 1.9123], [4.6322, -2.6296, 0.2814], [5.8407, -2.5581, 2.4600], [4.8538, -1.3326, 4.3707], [2.6502, 1.6965, -0.3142], [1.8764, 3.2340, -0.6568], [2.5649, 4.4233, -0.6722], [1.8369, 5.5743, -0.9516], [0.4742, 5.5148, -1.2030], [-0.1904, 4.2985, -1.1839], [-1.8827, 4.2043, -1.4900], [0.5094, 3.1284, -0.9076], [-0.0314, 1.8575, -0.9023], [3.6262, 4.4579, -0.4723], [2.3403, 6.5304, -0.9722], [-0.0839, 6.4154, -1.4168], [-2.4910, -0.0314, -0.0316], [-3.7094, -0.7616, -0.2275], [-3.8607, -1.0831, -1.6485], [-2.7532, -1.9211, -2.1201], [-1.5147, -1.2132, -1.9439], [-1.2794, -0.8527, -0.4830], [-1.3185, -2.1539, 0.3106], [-2.5532, -2.8531, 0.0993], [-3.6672, -2.0081, 0.5391], [-2.7191, -3.1511, -1.3247], [-2.3410, 0.2032, 1.0227], [-2.4902, 0.8897, -0.6131], [-3.8874, -0.1596, -2.2283], [-4.7979, -1.6177, -1.7966], [-1.5249, -0.2813, -2.5125], [-0.6782, -1.8336, -2.2721], [-1.1933, -1.8951, 1.3603], [-0.4730, -2.7630, -0.0135], [-3.5518, -1.7797, 1.5993], [-4.6022, -2.5481, 0.3958], [-3.6516, -3.6948, -1.4690], [-1.8923, -3.7779, -1.6627]],
  "forces_ev_per_angstrom": [[-0.1509, -0.5655, 0.2601], [0.0589, -0.0133, -0.0171], [-0.0278, 0.0088, -0.0204], [-0.0098, 0.0239, 0.0562], [0.0186, -0.0116, -0.0199], [-0.0028, 0.0065, 0.0172], [-0.0262, 0.0076, -0.0283], [0.0061, -0.0019, 0.0154], [0.0902, -0.0697, -0.0484], [-0.0971, -0.0177, 0.1524], [0.0029, -0.0046, -0.0006], [-0.0004, -0.0022, -0.0035], [0.0001, 0.0005, 0.0003], [0.2157, 0.2700, -0.0846], [-0.0697, -0.0538, -0.0155], [0.0006, 0.0381, -0.0016], [0.0500, -0.0078, 0.0101], [-0.0573, -0.0292, -0.0067], [0.0477, 0.0144, 0.0157], [-0.0402, 0.0027, -0.0087], [0.0868, 0.0285, 0.0167], [-0.0463, 0.2446, -0.2242], [0.0005, 0.0079, -0.0044], [0.0057, -0.0034, 0.0004], [-0.0056, -0.0016, 0.0023], [0.0028, -0.0249, 0.0245], [-0.0051, 0.0074, -0.0036], [-0.0092, 0.0013, -0.0058], [0.0169, 0.0066, 0.0188], [-0.0201, 0.0187, -0.0420], [-0.0774, 0.1540, -0.0587], [0.0463, -0.0175, -0.0107], [0.0024, -0.0007, 0.0129], [-0.0098, -0.0083, 0.0015], [0.0020, -0.0117, -0.0030], [0.0001, -0.0035, 0.0029], [0.0015, -0.0002, -0.0071], [0.0025, 0.0008, 0.0018], [0.0023, -0.0049, 0.0018], [0.0039, -0.0046, 0.0099], [0.0019, 0.0019, 0.0004], [-0.0004, 0.0094, 0.0080], [-0.0115, -0.0028, -0.0133], [0.0029, 0.0047, -0.0008], [0.0012, -0.0001, -0.0012], [-0.0017, 0.0031, 0.0013], [-0.0009, 0.0004, -0.0006]],
  "nbo_charge": [0.899, 0.128, -0.072, -0.222, -0.178, -0.200, -0.066, 0.060, -0.155, -0.018, 0.244, 0.240, 0.248, 0.142, 0.051, -0.247, -0.177, -0.204, -0.019, 0.050, 0.000, -0.550, 0.246, 0.240, 0.247, -0.072, -0.443, -0.081, -0.441, -0.088, -0.502, -0.071, -0.444, -0.080, -0.081, 0.222, 0.229, 0.212, 0.219, 0.222, 0.212, 0.232, 0.212, 0.212, 0.218, 0.220, 0.207],
  "homo_ev": [-11.08, -11.42],
  "de_lowest_kj_mol": 4.61,
  "multiplicity": 2,
  "total_charge": 1,
  "orbital_gap_ev": [7.46, 7.17]
}

Q: Number 3 is which compound?
A: C18H18Cl3IrN2O7S3Se

Q: Number 2 is which compound?
A: C18H18BrN3O3